Record 1
Molecular formula: C4H9NO2
Method: DFT, ωB97M-V/def2-TZVPD

Output
DFT total energy   -363.01957 Ha
Maximum force   0.6 eV/Å
Lowest unoccupied orbital energy   0.8 eV
HOMO energy   -0.3436 Eh
Gap between HOMO and LUMO   10.1 eV
SMILES   C[C@@H](CO)NC=O
Energy above the lowest of the compared OMol25 structures with the same formula, charge and spin   173.2 kJ/mol

Positions of all 16 atoms, in Å:
1 C 1.195 0.450 -1.382
2 C 0.527 0.003 -0.092
3 C 0.039 1.198 0.731
4 O -0.371 0.858 2.031
5 N -0.516 -0.946 -0.464
6 C -1.234 -1.688 0.474
7 O -2.031 -1.230 1.260
8 H 1.520 -0.419 -1.963
9 H 2.062 1.086 -1.180
10 H 0.479 1.019 -1.988
11 H 1.256 -0.536 0.534
12 H 0.875 1.896 0.849
13 H -0.760 1.703 0.165
14 H -1.186 0.339 1.946
15 H -0.866 -0.969 -1.409
16 H -0.988 -2.764 0.488

Löwdin charges in e:
1. C -0.06
2. C -0.38
3. C -0.25
4. O -0.06
5. N 0.01
6. C -0.28
7. O 0.07
8. H 0.08
9. H 0.08
10. H 0.09
11. H 0.15
12. H 0.12
13. H 0.13
14. H 0.05
15. H 0.13
16. H 0.13


Record 2
Molecular formula: C4H9NO2
Method: DFT, ωB97M-V/def2-TZVPD

Output
DFT total energy   -362.90187 Ha
Maximum force   4.5 eV/Å
Lowest unoccupied orbital energy   0.6 eV
HOMO energy   -0.3261 Eh
Gap between HOMO and LUMO   9.5 eV
Energy above the lowest of the compared OMol25 structures with the same formula, charge and spin   482.2 kJ/mol

Positions of all 16 atoms, in Å:
1 O -1.302 -0.147 2.282
2 C -1.114 -0.472 1.105
3 C -0.911 0.422 -0.166
4 C 0.716 -0.542 0.226
5 C 1.679 -0.126 -0.998
6 O 1.481 -0.892 -2.155
7 N -0.790 1.835 -0.057
8 H -1.368 -1.543 0.823
9 H -1.346 0.040 -1.096
10 H 0.629 -1.667 0.337
11 H 1.177 0.023 1.012
12 H 2.568 -0.462 -0.500
13 H 1.800 0.910 -1.209
14 H 0.966 -1.538 -1.673
15 H -1.706 2.276 -0.289
16 H -0.847 1.741 0.983

Löwdin charges in e:
1. O -0.01
2. C -0.39
3. C -0.22
4. C -0.04
5. C -0.28
6. O -0.05
7. N 0.05
8. H 0.13
9. H 0.13
10. H 0.13
11. H 0.10
12. H 0.09
13. H 0.11
14. H 0.06
15. H 0.11
16. H 0.09


Record 3
Molecular formula: C4H9NO2
Method: DFT, ωB97M-V/def2-TZVPD

Output
DFT total energy   -362.96433 Ha
Maximum force   0.6 eV/Å
Lowest unoccupied orbital energy   0.9 eV
HOMO energy   -0.3565 Eh
Gap between HOMO and LUMO   10.6 eV
SMILES   COC/C(C)=N\O
Energy above the lowest of the compared OMol25 structures with the same formula, charge and spin   318.2 kJ/mol

Positions of all 16 atoms, in Å:
1 C 1.780 0.299 -0.440
2 O 1.437 -0.255 0.817
3 C 0.121 0.029 1.263
4 C -0.855 -0.128 0.121
5 C -1.160 -1.523 -0.332
6 N -1.286 0.840 -0.592
7 O -0.836 2.076 -0.129
8 H 2.866 0.228 -0.515
9 H 1.334 -0.268 -1.273
10 H 1.471 1.346 -0.542
11 H 0.049 1.028 1.705
12 H -0.096 -0.712 2.041
13 H -1.779 -2.058 0.397
14 H -0.214 -2.073 -0.421
15 H -1.666 -1.514 -1.300
16 H -1.165 2.686 -0.800

Löwdin charges in e:
1. C -0.11
2. O -0.17
3. C -0.17
4. C -0.35
5. C -0.03
6. N 0.05
7. O -0.08
8. H 0.09
9. H 0.09
10. H 0.08
11. H 0.12
12. H 0.13
13. H 0.08
14. H 0.09
15. H 0.08
16. H 0.10


Record 4
Molecular formula: C4H9NO2
Method: DFT, ωB97M-V/def2-TZVPD

Output
DFT total energy   -363.04686 Ha
Maximum force   1.0 eV/Å
Lowest unoccupied orbital energy   0.8 eV
HOMO energy   -0.3374 Eh
Gap between HOMO and LUMO   10.0 eV
SMILES   CN[C@H](C)C(=O)O
Energy above the lowest of the compared OMol25 structures with the same formula, charge and spin   101.5 kJ/mol

Positions of all 16 atoms, in Å:
1 C 1.620 -0.912 -1.321
2 N 1.489 -0.367 0.023
3 C 0.160 -0.335 0.632
4 C -0.697 -1.592 0.542
5 C -0.581 0.883 0.106
6 O -0.635 1.245 -1.030
7 O -1.275 1.503 1.119
8 H 2.667 -0.966 -1.616
9 H 1.148 -0.260 -2.057
10 H 1.177 -1.909 -1.426
11 H 2.012 -0.964 0.642
12 H 0.342 -0.138 1.691
13 H -0.042 -2.441 0.760
14 H -1.518 -1.669 1.249
15 H -1.062 -1.665 -0.486
16 H -1.434 2.413 0.846

Löwdin charges in e:
1. C -0.12
2. N -0.07
3. C -0.34
4. C -0.04
5. C -0.47
6. O 0.13
7. O 0.09
8. H 0.08
9. H 0.07
10. H 0.07
11. H 0.10
12. H 0.14
13. H 0.08
14. H 0.08
15. H 0.09
16. H 0.12


Record 5
Molecular formula: C4H9NO2
Method: DFT, ωB97M-V/def2-TZVPD

Output
DFT total energy   -362.98436 Ha
Maximum force   6.9 eV/Å
Lowest unoccupied orbital energy   0.5 eV
HOMO energy   -0.3290 Eh
Gap between HOMO and LUMO   9.5 eV
SMILES   CNC(=O)CCO
Energy above the lowest of the compared OMol25 structures with the same formula, charge and spin   265.6 kJ/mol

Positions of all 16 atoms, in Å:
1 C -2.083 -0.443 -1.199
2 N -0.982 -0.602 -0.141
3 C -0.669 0.246 0.882
4 O -1.703 0.807 1.316
5 C 0.702 0.470 1.176
6 C 1.673 0.573 0.007
7 O 2.072 -0.587 -0.540
8 H -2.526 0.453 -1.239
9 H -1.661 -0.960 -2.111
10 H -2.940 -1.024 -0.879
11 H -0.293 -1.351 -0.376
12 H 1.058 -0.397 1.780
13 H 0.880 1.165 2.024
14 H 2.365 1.355 0.226
15 H 1.222 1.203 -0.867
16 H 2.885 -0.908 -0.060

Löwdin charges in e:
1. C -0.02
2. N 0.01
3. C -0.52
4. O 0.02
5. C -0.11
6. C -0.34
7. O -0.04
8. H 0.03
9. H 0.10
10. H 0.07
11. H 0.13
12. H 0.14
13. H 0.14
14. H 0.10
15. H 0.16
16. H 0.14


Record 6
Molecular formula: C4H9NO2
Method: DFT, ωB97M-V/def2-TZVPD

Output
DFT total energy   -363.04161 Ha
Maximum force   2.4 eV/Å
Lowest unoccupied orbital energy   1.0 eV
HOMO energy   -0.3831 Eh
Gap between HOMO and LUMO   11.4 eV
SMILES   CCCOC(N)=O
Energy above the lowest of the compared OMol25 structures with the same formula, charge and spin   115.3 kJ/mol

Positions of all 16 atoms, in Å:
1 C -2.318 0.150 -0.216
2 C -0.809 0.387 -0.244
3 C -0.139 -0.305 0.944
4 O 1.267 -0.139 0.998
5 C 2.010 -0.694 -0.092
6 N 2.554 0.436 -0.570
7 O 2.049 -1.857 -0.389
8 H -2.765 0.559 0.699
9 H -2.807 0.623 -1.072
10 H -2.551 -0.920 -0.251
11 H -0.386 0.001 -1.183
12 H -0.601 1.466 -0.224
13 H -0.516 0.100 1.892
14 H -0.316 -1.380 0.915
15 H 3.243 0.500 -1.308
16 H 2.084 1.075 0.100

Löwdin charges in e:
1. C -0.11
2. C -0.24
3. C -0.21
4. O -0.10
5. C -0.60
6. N 0.18
7. O 0.11
8. H 0.08
9. H 0.07
10. H 0.08
11. H 0.11
12. H 0.11
13. H 0.13
14. H 0.13
15. H 0.12
16. H 0.13